# 1
ORCA calculation (the ωB97M-V functional and the def2-TZVPD basis) on one molecule with the formula C5H5NO.

Last column: natural (NBO) charge in e.
Element x y z (Å)
O (1.59, -1.12, 0.78)  -0.701
C (1.31, 0.10, 0.14)  -0.060
C (-0.12, 0.23, -0.34)  -0.289
C (-1.17, -0.03, 0.58)  -0.055
C (-1.97, -0.23, 1.46)  -0.212
C (-0.40, 0.68, -1.63)  0.018
N (-0.62, 1.13, -2.73)  -0.280
H (0.97, -1.22, 1.51)  0.474
H (1.49, 0.95, 0.82)  0.177
H (2.00, 0.19, -0.70)  0.197
H (-0.39, -0.36, -2.13)  0.489
H (-2.69, -0.33, 2.24)  0.242

Computed properties:
Energy: -323.28715 Ha
HOMO-LUMO gap: 7.41 eV
ΔE to the lowest compared entry with this formula, charge and spin: 145.92 kcal per mole

# 2
ORCA calculation (the ωB97M-V functional and the def2-TZVPD basis) on one molecule with the formula C5H5NO in a non-equilibrium geometry.

Last column: natural (NBO) charge in e.
Element x y z (Å)
O (-2.22, -1.04, 1.17)  -0.499
C (-1.04, -0.92, 0.91)  0.429
C (-0.46, 0.42, 0.57)  -0.309
C (1.00, 0.73, 0.42)  -0.375
C (0.16, 0.53, -0.81)  -0.325
C (0.43, -0.67, -1.58)  0.268
N (0.69, -1.61, -2.21)  -0.305
H (-0.38, -1.81, 0.86)  0.128
H (-1.11, 1.25, 0.86)  0.249
H (1.77, -0.01, 0.61)  0.239
H (1.31, 1.75, 0.62)  0.237
H (-0.15, 1.36, -1.41)  0.263

Computed properties:
Energy: -323.46697 Ha
SMILES string: N#C[C@@H]1C[C@@H]1C=O
HOMO-LUMO gap: 11.04 eV
ΔE to the lowest compared entry with this formula, charge and spin: 33.08 kcal per mole

# 3
ORCA calculation (the ωB97M-V functional and the def2-TZVPD basis) on C5H5NO as an isolated structure in a non-equilibrium geometry.

Last column: natural (NBO) charge in e.
Element x y z (Å)
N (-0.12, 0.24, 1.98)  -0.408
C (-0.47, 1.31, 1.39)  0.013
C (-0.61, 1.11, -0.07)  0.037
O (0.75, 1.31, -0.82)  -0.406
C (0.64, 0.10, -1.25)  0.354
C (0.20, -0.95, 0.89)  -0.290
C (-0.41, -0.42, -0.42)  -0.393
H (-1.34, 1.69, -0.64)  0.219
H (1.28, -0.27, -2.05)  0.202
H (-0.09, -2.00, 1.06)  0.216
H (1.30, -0.91, 0.90)  0.206
H (-1.19, -1.06, -0.85)  0.250

Computed properties:
Energy: -323.29382 Ha
HOMO-LUMO gap (alpha / beta): 7.16 / 5.56 eV
ΔE to the lowest compared entry with this formula, charge and spin: 141.74 kcal per mole

# 4
ORCA calculation (the ωB97M-V functional and the def2-TZVPD basis) on one molecule with the formula C5H5NO in a non-equilibrium geometry.

Last column: natural (NBO) charge in e.
Element x y z (Å)
C (-1.07, -0.24, 0.12)  -0.269
C (0.28, -0.85, 0.00)  -0.218
C (-0.21, -0.08, 1.25)  -0.228
C (1.28, -0.27, -1.07)  0.117
C (-0.71, 1.16, 0.44)  -0.045
N (0.84, 1.13, -0.85)  -0.124
O (0.50, 0.46, -2.00)  -0.356
H (-2.08, -0.40, 0.05)  0.230
H (0.29, -1.88, 0.21)  0.213
H (-0.27, -0.40, 2.30)  0.236
H (2.41, -0.64, -1.13)  0.223
H (-1.26, 2.00, 0.69)  0.222

Computed properties:
Energy: -323.21829 Ha
HOMO-LUMO gap (alpha / beta): 9.01 / 9.01 eV
ΔE to the lowest compared entry with this formula, charge and spin: 189.13 kcal per mole

Repeat the first record exactly.
ORCA calculation (the ωB97M-V functional and the def2-TZVPD basis) on one molecule with the formula C5H5NO.

Last column: natural (NBO) charge in e.
Element x y z (Å)
O (1.59, -1.12, 0.78)  -0.701
C (1.31, 0.10, 0.14)  -0.060
C (-0.12, 0.23, -0.34)  -0.289
C (-1.17, -0.03, 0.58)  -0.055
C (-1.97, -0.23, 1.46)  -0.212
C (-0.40, 0.68, -1.63)  0.018
N (-0.62, 1.13, -2.73)  -0.280
H (0.97, -1.22, 1.51)  0.474
H (1.49, 0.95, 0.82)  0.177
H (2.00, 0.19, -0.70)  0.197
H (-0.39, -0.36, -2.13)  0.489
H (-2.69, -0.33, 2.24)  0.242

Computed properties:
Energy: -323.28715 Ha
HOMO-LUMO gap: 7.41 eV
ΔE to the lowest compared entry with this formula, charge and spin: 145.92 kcal per mole